(1)
DFT (ωB97M-V/def2-TZVPD) results for an isolated molecule of C5H12N2O.

The geometry in XYZ format:
```
20
Properties=species:S:1:pos:R:3
C 0.956 1.351 -0.398
C -1.014 -0.993 0.076
C -2.817 0.363 0.698
N -1.358 0.200 0.953
H -3.017 0.970 -0.241
H 3.008 -1.396 -0.686
H -0.184 1.369 -0.294
H -1.351 -0.974 -0.995
H -1.106 0.108 1.887
H -3.425 -0.556 0.747
H 3.643 0.121 0.146
N 1.510 0.050 -0.113
C 0.556 -0.975 -0.209
H -1.277 -1.965 0.494
O 1.034 -2.060 -0.473
H -3.300 0.839 1.615
H 3.018 0.166 -1.535
H 1.023 1.681 -1.429
C 2.853 -0.329 -0.583
H 1.249 2.030 0.340
```

The calculation puts the relative energy (zero: lowest compared OMol25 entry of this formula, charge and spin) at 69.8 kcal per mole. The value obtained for the orbital gap is 9.8 eV. For the lowest unoccupied orbital energy, the calculation gives 0.9 eV. The HOMO energy is -0.3270 Eh.


(2)
DFT (ωB97M-V/def2-TZVPD) results for an isolated molecule of C5H12N2O.

The geometry in XYZ format:
```
20
Properties=species:S:1:pos:R:3
N -0.870 0.031 -0.209
N 1.260 -2.194 1.758
H -1.635 0.211 -2.249
H -2.812 0.418 -1.053
C -0.452 1.436 0.040
O 0.095 -1.906 -0.749
H 1.111 2.804 -1.057
H 0.971 1.153 -1.647
C 0.068 -0.950 -0.012
H 1.813 1.611 0.071
H -2.575 -1.117 -1.242
H 1.141 -2.807 0.873
H -0.073 -0.880 2.201
H 1.327 -0.022 1.388
C -1.866 -0.158 -1.256
C 0.676 -0.903 1.364
H 2.351 -2.147 1.883
H -1.026 2.046 -0.563
H -0.472 1.627 1.137
C 0.967 1.747 -0.680
```

The calculation puts the relative energy (zero: lowest compared OMol25 entry of this formula, charge and spin) at 69.7 kcal per mole. The value obtained for the orbital gap is 10.1 eV. For the lowest unoccupied orbital energy, the calculation gives 0.8 eV. The HOMO energy is -0.3411 Eh.


(3)
DFT (ωB97M-V/def2-TZVPD) results for an isolated ion of composition C5H12N2O and charge +1.

The geometry in XYZ format:
```
20
Properties=species:S:1:pos:R:3
C 0.036 0.497 0.229
C 2.353 1.359 -0.567
H -1.184 -2.561 0.530
H -0.599 0.835 1.052
H 0.616 -1.334 -0.416
O -2.775 -1.043 -1.520
N 0.011 -0.924 0.293
H 2.332 1.817 2.207
H -2.019 -0.994 0.879
C 1.438 0.965 0.695
H 3.297 0.815 -0.578
C -1.870 -1.730 -1.156
H -0.382 1.066 -0.605
C -1.300 -1.524 0.271
H 1.838 1.014 -1.460
H 1.172 2.908 1.562
N 1.481 1.955 1.680
H -1.503 -2.521 -1.829
H 2.670 2.392 -0.487
H 1.960 0.074 1.035
```

Its spin multiplicity is 2. The calculation puts the relative energy (zero: lowest compared OMol25 entry of this formula, charge and spin) at 51.9 kcal per mole. The value obtained for the orbital gap (spin up / spin down) is 10.8 / 4.4 eV. As for the charge: +1. As for the expectation value of S²: 0.7572. For the lowest unoccupied orbital energy (spin up / spin down), the calculation gives -3.2 / -8.3 eV. The HOMO energy (spin up / spin down) is -0.5142 / -0.4668 Eh.


(4)
DFT (ωB97M-V/def2-TZVPD) results for an isolated ion of composition C5H12N2O and charge +1.

The geometry in XYZ format:
```
20
Properties=species:S:1:pos:R:3
H 0.099 1.194 2.845
O -0.602 -0.599 -3.489
H -0.950 -1.708 -0.077
H -1.407 -0.565 -1.371
H 1.342 -1.183 -3.490
H 0.821 0.651 -0.387
C -0.041 0.213 0.139
H -1.871 1.054 0.948
N 0.396 -1.448 -1.643
H 1.751 1.298 2.081
C -1.044 1.390 0.314
H 1.227 -1.856 -1.246
H -0.564 2.174 0.896
N 0.446 -0.247 1.392
H -1.406 1.757 -0.638
H 1.327 0.058 3.223
H -0.251 -0.866 1.821
C 0.939 0.651 2.395
C 0.382 -1.053 -2.972
C -0.594 -0.914 -0.741
```

Its spin multiplicity is 2. The calculation puts the relative energy (zero: lowest compared OMol25 entry of this formula, charge and spin) at 17.0 kcal per mole. The value obtained for the orbital gap (spin up / spin down) is 10.5 / 5.3 eV. As for the charge: +1. As for the expectation value of S²: 0.7546. For the lowest unoccupied orbital energy (spin up / spin down), the calculation gives -3.2 / -8.3 eV. The HOMO energy (spin up / spin down) is -0.5019 / -0.5001 Eh.


(5)
DFT (ωB97M-V/def2-TZVPD) results for an isolated ion of composition C5H12N2O and charge +2.

The geometry in XYZ format:
```
20
Properties=species:S:1:pos:R:3
H 2.833 -1.970 0.449
H 0.420 1.733 0.794
N -1.706 1.579 1.001
H 2.143 -0.823 1.656
H 0.207 -0.994 -1.965
H -1.908 1.205 1.932
C 0.906 -1.130 0.004
H -2.420 1.284 0.290
H -0.190 -0.583 1.701
H 1.703 -1.610 -1.823
H 0.546 -2.636 -1.426
H -1.264 -0.881 0.478
N 0.763 -1.607 -1.376
C 2.046 -1.263 0.661
O -1.446 1.875 -1.680
C -0.404 1.129 0.369
H 0.431 1.116 -1.656
C -0.289 -0.378 0.614
C -0.523 1.361 -1.132
H -1.849 2.592 1.110
```

The calculation puts the relative energy (zero: lowest compared OMol25 entry of this formula, charge and spin) at 17.9 kcal per mole. The value obtained for the orbital gap is 11.1 eV. As for the charge: +2. For the lowest unoccupied orbital energy, the calculation gives -7.6 eV. The HOMO energy is -0.6876 Eh.


(6)
DFT (ωB97M-V/def2-TZVPD) results for an isolated molecule of C5H12N2O2.

The geometry in XYZ format:
```
21
Properties=species:S:1:pos:R:3
N -0.641 -0.997 1.891
H -0.288 -0.176 2.383
O -1.538 0.532 -0.041
N 1.603 0.298 0.681
H -0.758 2.174 1.013
H 0.229 1.644 -0.991
H 2.559 0.311 0.340
C 0.076 0.580 -1.139
C 0.725 -0.374 -0.262
C -0.696 -0.829 0.609
H -1.167 -1.614 0.017
H 2.222 -1.435 -1.424
O -0.309 0.162 -2.349
H 1.475 -2.371 -0.109
H 1.601 -0.236 1.550
H -0.791 0.865 -2.806
H 0.588 -2.083 -1.610
H -2.447 2.293 0.450
C -1.691 1.618 0.857
C 1.285 -1.640 -0.897
H -2.039 1.279 1.835
```

The calculation puts the relative energy (zero: lowest compared OMol25 entry of this formula, charge and spin) at 112.9 kcal per mole. The value obtained for the orbital gap is 8.0 eV. For the lowest unoccupied orbital energy, the calculation gives 0.3 eV. The HOMO energy is -0.2838 Eh.


(7)
DFT (ωB97M-V/def2-TZVPD) results for a 2-piece molecular cluster, C5H12N2O2 overall.

The geometry in XYZ format:
```
21
Properties=species:S:1:pos:R:3
H -2.465 0.998 0.527
O 1.255 2.398 2.401
H -2.121 -0.189 1.515
C 0.918 2.474 0.141
C -2.074 -0.021 0.475
N 1.746 2.597 1.331
H -2.843 -0.697 -0.061
H 1.540 -2.103 -0.063
H -0.371 -3.245 -1.241
N -0.677 -0.168 0.141
C 1.254 -1.335 -0.761
C -0.953 -2.521 -0.896
O 2.856 3.026 1.140
H -1.599 -2.722 -0.008
H 1.848 -0.345 -0.435
C -0.198 -1.174 -0.430
H -1.466 -2.269 -1.823
H 0.005 3.106 0.253
H 1.445 -1.598 -1.760
H 0.340 1.467 0.230
H 1.561 2.320 -0.673
```

The calculation puts the relative energy (zero: lowest compared OMol25 entry of this formula, charge and spin) at 140.5 kcal per mole. The value obtained for the orbital gap is 10.1 eV. For the lowest unoccupied orbital energy, the calculation gives 0.7 eV. The HOMO energy is -0.3454 Eh.


(8)
DFT (ωB97M-V/def2-TZVPD) results for C5H12N2O2 as an isolated structure.

The geometry in XYZ format:
```
21
Properties=species:S:1:pos:R:3
C 0.224 1.731 0.118
H -0.635 -2.340 0.437
H -3.205 1.180 -0.066
H 2.880 -0.014 -0.164
N -0.678 -2.031 -0.530
H -1.574 -2.315 -0.908
H 1.924 0.344 -1.609
H -0.040 -0.486 1.916
C -1.600 0.205 0.197
N 0.846 -0.587 1.404
C 0.748 -0.129 0.110
C -0.551 -0.582 -0.568
C 1.988 -0.288 -0.726
H 2.061 -1.327 -1.050
H -0.473 2.207 0.806
O -1.868 -0.034 1.380
H 0.122 2.073 -0.911
H 1.196 2.074 0.477
H 1.664 -0.279 1.912
H -0.547 -0.251 -1.608
O -2.481 0.849 -0.619
```

The calculation puts the relative energy (zero: lowest compared OMol25 entry of this formula, charge and spin) at 49.8 kcal per mole. The value obtained for the orbital gap is 9.2 eV. For the lowest unoccupied orbital energy, the calculation gives 0.8 eV. The HOMO energy is -0.3110 Eh.


(9)
DFT (ωB97M-V/def2-TZVPD) results for an isolated molecule of C5H12N2O2.

The geometry in XYZ format:
```
21
Properties=species:S:1:pos:R:3
N -0.742 -0.968 0.664
H 1.334 -1.704 -2.943
H 1.145 0.057 -3.053
C -0.733 0.545 0.842
H 0.152 0.632 2.804
H 2.444 0.233 -0.993
C -0.027 -0.894 -1.540
C 1.268 -0.780 -2.343
N 2.486 -0.635 -1.580
C 0.433 0.870 1.776
C -2.075 0.945 1.441
H -2.883 0.829 0.718
O -1.145 -0.784 -1.963
H 0.693 1.918 1.727
H -2.299 0.319 2.307
H -2.040 1.982 1.766
H -1.630 -1.209 0.193
O 0.274 -1.311 -0.249
H 1.306 0.270 1.507
H 2.635 -1.426 -0.987
H -0.594 1.112 -0.094
```

The calculation puts the relative energy (zero: lowest compared OMol25 entry of this formula, charge and spin) at 57.6 kcal per mole. The value obtained for the orbital gap is 10.4 eV. For the lowest unoccupied orbital energy, the calculation gives 0.9 eV. The HOMO energy is -0.3480 Eh.


(10)
DFT (ωB97M-V/def2-TZVPD) results for a 2-piece molecular cluster, C5H12N2O2S overall.

The geometry in XYZ format:
```
22
Properties=species:S:1:pos:R:3
H 1.424 1.129 1.395
O 1.956 0.028 -1.386
S 1.290 -0.462 -0.133
H 1.569 -2.642 0.890
H -0.841 -1.077 -1.185
C 2.250 -1.978 0.332
C -0.592 1.731 0.021
N 2.073 0.512 1.102
N -2.741 -0.886 -0.255
C -1.497 0.803 -0.186
O 3.099 1.281 0.524
H -2.008 -0.171 -2.077
H 2.621 -2.499 -0.564
C -1.659 -0.335 -1.085
H -3.586 0.921 0.557
C -2.668 0.373 0.626
H -0.774 2.531 0.615
H -3.649 -0.649 -0.603
H 0.273 1.586 -0.649
H -2.471 0.152 1.639
H 3.055 -1.663 0.957
H 2.878 1.314 -0.533
```

The calculation puts the relative energy (zero: lowest compared OMol25 entry of this formula, charge and spin) at 123.2 kcal per mole. The value obtained for the orbital gap is 10.0 eV. For the lowest unoccupied orbital energy, the calculation gives 0.8 eV. The HOMO energy is -0.3401 Eh.


(11)
DFT (ωB97M-V/def2-TZVPD) results for an isolated ion of composition C5H12N2O5 and charge +2.

The geometry in XYZ format:
```
24
Properties=species:S:1:pos:R:3
H 2.963 -0.051 1.021
H -0.955 -1.220 -1.704
H 1.893 0.002 2.172
O 1.392 2.117 0.173
H 1.225 -0.548 -2.961
H -3.293 -1.335 0.679
N 2.028 -0.443 1.331
H 2.136 -1.405 1.553
H -3.060 0.353 0.680
C -1.340 -0.414 0.017
H -2.594 -0.526 2.010
C 1.569 -0.853 -1.130
O 0.760 -0.386 -2.140
O -2.079 1.869 -0.028
C 0.551 1.123 0.015
H 0.928 3.039 0.005
H 2.550 -0.384 -1.124
O -1.697 -0.935 -1.124
H -1.955 2.773 -0.149
C -0.987 1.082 0.155
H 1.841 -1.966 -1.095
C 0.946 -0.287 0.217
O -0.282 -1.043 0.541
N -2.540 -0.563 0.885
```

The calculation puts the relative energy (zero: lowest compared OMol25 entry of this formula, charge and spin) at 31.1 kcal per mole. The value obtained for the orbital gap is 9.3 eV. As for the charge: +2. For the lowest unoccupied orbital energy, the calculation gives -6.7 eV. The HOMO energy is -0.5880 Eh.


(12)
DFT (ωB97M-V/def2-TZVPD) results for an isolated molecule of C5H12N2S.

The geometry in XYZ format:
```
20
Properties=species:S:1:pos:R:3
C 0.916 1.317 -2.377
H 1.730 -0.777 -2.035
H 0.818 1.183 -3.535
H -2.331 -0.544 0.635
H 1.679 0.254 -0.746
H -0.850 -0.840 2.780
H -1.661 -2.125 1.209
H 0.704 -1.454 2.328
C 0.096 -0.502 2.413
C -1.722 -1.519 0.282
S -0.499 1.653 0.941
C 1.108 0.022 -1.664
H 0.571 0.217 3.183
N 0.023 0.026 1.164
H -2.390 -1.893 -0.505
N -0.195 -0.551 -1.214
C -0.470 -0.667 0.019
H 0.799 2.394 1.209
H 1.777 2.316 -2.182
H -0.103 1.492 -1.903
```

The calculation puts the relative energy (zero: lowest compared OMol25 entry of this formula, charge and spin) at 84.7 kcal per mole. The value obtained for the orbital gap is 9.1 eV. For the lowest unoccupied orbital energy, the calculation gives 0.6 eV. The HOMO energy is -0.3154 Eh.